DFT (the ωB97M-V functional and the def2-TZVPD basis) results for a molecular structure, C20H30MoN6Se3Te in a non-equilibrium geometry.

```
! wB97M-V def2-TZVPD RIJCOSX def2/J DEFGRID3
* xyz 2 3
Mo -0.68 1.18 0.81
C -3.73 -3.26 0.19
N -2.53 -2.48 0.43
C -1.36 -3.24 0.85
C -2.52 -1.14 0.39
N -1.41 -0.46 -0.02
C -0.69 -1.05 -1.08
C -1.38 -1.62 -2.14
C -0.74 -2.45 -3.06
C 0.56 -2.80 -2.86
C 1.32 -2.21 -1.82
C 2.66 -2.59 -1.58
C 3.39 -1.99 -0.59
C 2.88 -0.88 0.08
C 1.58 -0.45 -0.16
N 1.19 0.82 0.32
C 2.11 1.82 0.16
N 2.82 1.89 -0.97
C 2.32 1.38 -2.23
C 4.19 2.36 -1.01
N 2.25 2.75 1.11
C 2.09 2.46 2.52
C 2.69 4.10 0.84
C 0.73 -1.21 -1.00
N -3.60 -0.43 0.77
C -3.98 0.81 0.13
C -4.57 -0.90 1.74
H -3.52 -4.00 -0.58
H -4.53 -2.62 -0.18
H -4.06 -3.78 1.09
H -1.55 -4.30 0.68
H -1.19 -3.08 1.92
H -0.46 -2.97 0.31
H -2.45 -1.45 -2.23
H -1.30 -2.84 -3.89
H 1.04 -3.52 -3.49
H 3.08 -3.38 -2.18
H 4.39 -2.33 -0.37
H 3.51 -0.34 0.77
H 1.22 1.33 -2.21
H 2.72 0.39 -2.46
H 2.62 2.06 -3.03
H 4.60 2.45 -0.01
H 4.28 3.31 -1.53
H 4.79 1.62 -1.55
H 3.07 2.39 3.00
H 1.56 1.51 2.68
H 1.54 3.27 3.01
H 2.65 4.31 -0.23
H 3.70 4.29 1.20
H 2.02 4.80 1.34
H -4.81 0.63 -0.56
H -3.14 1.25 -0.44
H -4.32 1.53 0.89
H -4.19 -1.76 2.31
H -5.52 -1.16 1.28
H -4.75 -0.09 2.45
Se -1.69 0.93 3.00
Se -1.53 3.03 4.16
Te -2.41 4.57 2.42
Se -0.97 3.55 0.54
*
```

Energy: -235342.357 eV
Strongest force on any atom: 1.477 eV/A
<S²>: 2.074